one.
16
Properties=species:S:1:pos:R:3 method="wB97M-V/def2-TZVPD" lumo_energy_ev=-4.28 spin_multiplicity=1 orbital_gap_ev=4.95 e_homo_ev=-9.2
C 1.279 -1.031 0.904
S 2.419 0.038 0.115
S -1.674 0.642 0.406
C -0.544 2.108 0.467
H 1.475 -1.314 1.960
H 1.083 -2.014 0.448
H 0.241 -0.618 1.062
H -0.798 2.609 1.403
H -0.753 2.710 -0.416
H 0.462 1.679 0.524
H -0.185 0.485 -1.558
H 1.128 0.665 -2.196
O 0.201 0.638 -2.436
H -1.855 -2.719 -0.685
H -1.278 -1.456 0.057
O -1.201 -2.422 -0.054

***

two.
16
Properties=species:S:1:pos:R:3 method="wB97M-V/def2-TZVPD" lumo_energy_ev=0.72 spin_multiplicity=1 orbital_gap_ev=9.66 smiles=CSSC.O.O e_homo_ev=-8.9
C 1.006 -1.135 2.178
S -0.661 -0.426 1.976
S -1.532 -1.682 0.607
C -0.724 -1.228 -0.937
H 1.029 -2.107 1.694
H 1.724 -0.459 1.721
H 1.205 -1.254 3.234
H -0.614 -2.125 -1.545
H -1.279 -0.469 -1.485
H 0.275 -0.855 -0.750
O 0.662 1.569 -2.412
H 0.556 1.681 -1.453
H 1.484 1.998 -2.645
O -0.699 2.354 -0.045
H -1.456 2.560 -0.600
H -0.974 1.577 0.460

***

three.
16
Properties=species:S:1:pos:R:3 method="wB97M-V/def2-TZVPD" lumo_energy_ev=-4.42 spin_multiplicity=1 orbital_gap_ev=4.36 e_homo_ev=-8.8
C 1.402 -0.368 -1.217
S 2.110 -0.569 0.378
S -1.792 0.053 0.780
C -0.707 -1.082 1.532
H 0.496 -0.994 -1.299
H 1.101 0.654 -1.459
H 2.116 -0.710 -1.976
H 0.147 -0.545 2.027
H -1.239 -1.511 2.396
H -0.336 -1.903 0.916
H -2.243 0.306 -2.528
H -1.466 0.473 -1.229
O -1.363 0.526 -2.203
H 1.335 1.627 1.234
H -0.185 1.814 1.157
O 0.624 2.230 1.490

***

Name the most stable of them. two.

***

one.
44
Properties=species:S:1:pos:R:3 method="wB97M-V/def2-TZVPD" lumo_energy_ev=0.37 spin_multiplicity=1 orbital_gap_ev=9.76 smiles=CCN[C@@H](C)CCO.O.O.O.O.O.O.O e_homo_ev=-9.4
C 0.417 2.728 0.624
C -0.065 1.443 1.265
N -0.198 0.312 0.318
C 0.660 -0.864 0.587
C -0.022 -2.120 0.050
C 2.066 -0.770 -0.022
C 2.994 0.307 0.550
O 3.580 1.126 -0.449
H 0.313 3.551 1.335
H -0.185 3.005 -0.244
H 1.457 2.665 0.314
H -1.042 1.609 1.729
H 0.601 1.165 2.080
H -0.047 0.643 -0.631
H 0.749 -0.942 1.669
H -1.017 -2.261 0.475
H -0.147 -2.055 -1.034
H 0.555 -3.024 0.251
H 2.521 -1.758 0.077
H 1.970 -0.617 -1.099
H 3.840 -0.146 1.067
H 2.468 0.924 1.284
H 2.929 1.348 -1.140
O -1.718 -0.047 -3.206
H -2.220 0.553 -3.765
H -2.385 -0.520 -2.658
O 0.837 -0.451 -4.071
H -0.115 -0.362 -3.850
H 1.079 -1.365 -3.900
O -2.275 -0.882 3.509
H -2.436 -1.828 3.575
H -2.412 -0.654 2.565
O -2.706 -0.357 0.778
H -3.152 0.496 0.838
H -1.709 -0.166 0.550
O 0.408 -0.309 4.200
H -0.518 -0.489 3.937
H 0.410 -0.245 5.160
O 1.672 1.628 -2.486
H 2.022 2.296 -3.084
H 1.367 0.897 -3.071
O -3.593 -1.272 -1.676
H -3.649 -2.233 -1.615
H -3.304 -0.961 -0.785

***

two.
44
Properties=species:S:1:pos:R:3 method="wB97M-V/def2-TZVPD" lumo_energy_ev=0.50 spin_multiplicity=1 orbital_gap_ev=9.24 smiles=CCCN(C)CCO.O.O.O.O.O.O.O e_homo_ev=-8.7
C 1.944 0.778 -2.932
C 2.206 0.061 -1.711
C 0.912 -0.338 -1.019
N 1.127 -0.233 0.446
C -0.043 0.344 1.128
C 1.722 -1.419 1.001
C 2.562 -0.781 2.113
O 1.859 -0.578 3.304
H 1.248 0.242 -3.523
H 1.551 1.893 -2.891
H 2.739 1.029 -3.659
H 2.825 0.558 -0.874
H 2.845 -0.889 -2.014
H 0.602 -1.376 -1.321
H -0.001 0.242 -1.273
H 0.380 1.125 1.689
H -0.420 -0.353 1.919
H -0.904 0.671 0.514
H 2.367 -2.056 0.307
H 0.951 -2.108 1.350
H 3.451 -1.388 2.434
H 2.869 0.339 1.893
H 0.932 -0.498 3.135
O -3.059 2.151 0.240
H -2.118 2.555 0.454
H -3.514 2.358 1.056
O -3.500 -0.360 -0.685
H -3.244 0.455 -0.478
H -3.221 -0.817 0.054
O -1.768 -1.645 -2.724
H -2.532 -1.405 -2.286
H -1.951 -1.494 -3.593
O -0.737 3.478 0.981
H 0.046 3.341 0.356
H -0.531 4.184 1.600
O -1.374 -3.115 0.197
H -0.804 -3.759 -0.177
H -1.435 -2.296 -0.399
O -3.282 -1.826 2.048
H -2.873 -2.398 1.453
H -2.858 -2.100 2.790
O 1.521 2.759 -0.265
H 1.936 2.707 -1.038
H 1.575 1.960 0.401

***

Name the most stable of them. one.

***

one.
18
Properties=species:S:1:pos:R:3 method="wB97M-V/def2-TZVPD" charge=+1 lumo_energy_ev="-4.12 / -9.31" spin_multiplicity=2 orbital_gap_ev="11.17 / 5.97" s2=0.756 e_homo_ev="-15.3 / -15.3"
C 1.831 0.214 0.501
C 0.641 -0.323 1.274
C -0.379 -0.900 0.265
C -1.785 -0.421 0.692
N -2.450 0.422 -0.153
O -2.255 -0.655 1.792
H 2.419 -0.392 -0.178
H 2.592 0.554 1.246
H 1.429 1.113 -0.113
H 1.077 -1.137 1.908
H 0.179 0.392 1.966
H -0.190 -0.519 -0.726
H -0.355 -1.978 0.289
H -2.140 0.685 -1.062
H -3.265 0.908 0.237
H 0.361 0.206 -2.346
H 1.227 0.947 -3.272
O 1.064 0.885 -2.320

***

two.
18
Properties=species:S:1:pos:R:3 method="wB97M-V/def2-TZVPD" charge=+1 lumo_energy_ev="-3.53 / -8.75" spin_multiplicity=2 orbital_gap_ev="10.58 / 5.28" s2=0.755 e_homo_ev="-14.1 / -14.0"
O -1.894 -1.127 -1.000
C -2.131 -0.491 -0.010
C -1.278 0.635 0.574
C 0.086 0.152 1.055
C 1.306 0.857 0.314
N 2.290 1.103 1.306
H -3.042 -0.762 0.557
H -1.201 1.392 -0.208
H -1.811 1.109 1.395
H 0.227 -0.932 1.119
H 0.177 0.325 2.141
H 1.682 0.222 -0.490
H 0.937 1.733 -0.204
H 1.952 1.727 2.045
H 2.717 0.272 1.722
H 1.014 -1.881 -2.287
H 0.126 -0.906 -1.579
O 0.980 -0.949 -2.035

***

three.
18
Properties=species:S:1:pos:R:3 method="wB97M-V/def2-TZVPD" charge=+1 lumo_energy_ev="-3.04 / -9.57" spin_multiplicity=2 orbital_gap_ev="13.47 / 5.34" s2=0.759 e_homo_ev="-16.5 / -14.9"
O -0.380 -1.089 -1.293
C 0.852 -0.588 -1.367
O 1.664 -0.730 -0.494
C 1.056 0.112 -2.671
H 2.066 -0.083 -3.040
H 0.395 -0.254 -3.454
H 0.897 1.189 -2.595
C -0.410 1.349 1.165
C -1.040 0.138 1.815
N -0.476 -1.126 1.357
H -0.598 2.227 1.777
H 0.680 1.223 1.162
H -0.724 1.482 0.129
H -0.937 0.200 2.910
H -2.111 0.180 1.605
H -0.554 -1.169 -0.295
H -0.911 -1.944 1.789
H 0.533 -1.118 1.500

***

four.
18
Properties=species:S:1:pos:R:3 method="wB97M-V/def2-TZVPD" charge=+1 lumo_energy_ev="-3.41 / -8.56" spin_multiplicity=2 orbital_gap_ev="11.02 / 5.86" s2=0.754 e_homo_ev="-14.4 / -14.4"
C -0.774 -0.209 -1.770
O -0.139 0.107 -2.982
C 0.086 0.170 -0.562
C -0.642 -0.004 0.764
C 0.177 0.489 1.969
O 0.209 -0.405 3.057
N 1.273 -0.752 -0.623
H -0.789 -1.295 -1.744
H -1.774 0.209 -1.655
H -0.083 1.068 -3.067
H 0.774 1.040 -0.711
H -1.546 0.591 0.681
H -0.841 -1.056 0.957
H 1.239 0.607 1.705
H -0.101 1.490 2.316
H -0.698 -0.591 3.329
H 2.101 -0.506 -0.069
H 1.529 -0.951 -1.594

***

Name the most stable of them. three.

***

one.
15
Properties=species:S:1:pos:R:3 method="wB97M-V/def2-TZVPD" charge=+1 lumo_energy_ev=-5.41 spin_multiplicity=1 orbital_gap_ev=9.27 e_homo_ev=-14.7
O -2.486 -0.422 1.495
H -2.237 0.243 0.832
H -2.555 0.082 2.358
H -1.998 -1.256 1.360
C 0.146 -0.145 -1.515
C 1.541 0.045 -0.947
C 1.499 0.535 0.535
H -0.339 0.791 -1.279
H 0.302 -0.257 -2.637
H -0.551 -0.932 -1.088
H 2.191 -0.881 -1.148
H 1.775 0.904 -1.685
H 2.379 0.684 1.085
H 0.910 -0.150 1.217
H 0.894 1.543 0.589

***

two.
15
Properties=species:S:1:pos:R:3 method="wB97M-V/def2-TZVPD" charge=+1 lumo_energy_ev=-5.92 spin_multiplicity=1 orbital_gap_ev=8.20 e_homo_ev=-14.1
O 1.886 0.217 3.451
H 2.519 0.509 4.113
H 1.016 0.321 3.847
H 0.754 -1.650 -2.775
C -0.135 -0.827 -0.356
C -1.144 0.066 -0.285
C -1.002 1.445 -0.836
H 0.094 -1.794 -1.907
H 0.894 -0.495 -0.206
H -0.334 -1.877 -0.091
H -2.126 -0.214 0.082
H 0.701 -1.224 -2.046
H -0.957 1.434 -1.923
H -1.930 1.990 -0.610
H -0.236 2.098 -0.460

***

Name the most stable of them. one.